Below is one molecule with the formula C3H6O2 at a distorted geometry, with properties calculated with ωB97M-V with the def2-TZVPD basis set.

The geometry in XYZ format:
```
11
Properties=species:S:1:pos:R:3
C 1.215 0.568 -0.278
C 0.411 -0.487 0.504
O -0.761 -1.014 -0.146
C -1.809 -0.181 -0.210
O -1.858 0.895 0.287
H 2.146 0.794 0.289
H 1.519 0.156 -1.252
H 0.577 1.431 -0.434
H 1.102 -1.400 0.573
H 0.086 -0.134 1.482
H -2.628 -0.628 -0.813
```

Summary:
E_HOMO ... -10.75 eV
Gap between HOMO and LUMO ... 11.763 eV
SMILES ... CCOC=O

Below is a 2-piece molecular cluster, C3H6O2P overall at a distorted geometry, with properties calculated with ωB97M-V with the def2-TZVPD basis set.

The geometry in XYZ format:
```
12
Properties=species:S:1:pos:R:3
C 1.396 0.591 1.782
C 1.737 1.182 0.648
C -1.374 -0.934 -0.352
O -1.411 0.943 -2.532
O 0.256 -1.007 -2.676
P -0.518 -0.069 -1.839
H 1.578 0.784 2.851
H 0.530 -0.182 1.843
H 2.340 2.018 0.576
H -2.303 -1.222 -0.656
H -0.782 -1.887 -0.212
H -1.450 -0.215 0.568
```

Summary:
E_HOMO (alpha / beta) ... -3.65 / -2.33 eV
Gap between HOMO and LUMO (alpha / beta) ... 7.328 / 5.582 eV
Charge ... -1

Below is one molecule with the formula C3H6O2S2 at a distorted geometry, with properties calculated with ωB97M-V with the def2-TZVPD basis set.

The geometry in XYZ format:
```
13
Properties=species:S:1:pos:R:3
O 0.302 2.297 1.670
C 0.108 1.188 1.248
O -0.409 0.174 2.017
C 0.210 0.816 -0.314
C 1.035 -0.444 -0.523
S 0.450 -1.685 -1.734
S -1.546 -1.414 -1.940
H -1.373 0.279 2.164
H 0.600 1.618 -0.869
H -0.818 0.508 -0.335
H 2.155 -0.149 -0.868
H 1.164 -0.976 0.438
H -1.877 -2.213 -0.953
```

Summary:
E_HOMO ... -9.31 eV
Gap between HOMO and LUMO ... 9.528 eV
SMILES ... O=C(O)CCSS

Below is C3H6O2Si as an isolated structure at a distorted geometry, with properties calculated with ωB97M-V with the def2-TZVPD basis set.

The geometry in XYZ format:
```
12
Properties=species:S:1:pos:R:3
C 1.554 -0.651 0.297
C 1.481 0.676 0.301
C -1.772 -0.050 0.366
O 0.573 -1.219 -0.499
O 0.601 1.161 -0.553
Si -0.435 -0.073 -1.012
H 2.143 -1.412 0.756
H 2.214 1.360 0.698
H -1.544 -0.864 1.153
H -1.580 0.970 0.925
H -2.722 -0.041 0.095
H -0.513 0.143 -2.528
```

Summary:
E_HOMO ... -8.15 eV
Gap between HOMO and LUMO ... 9.014 eV

ΔE to the lowest compared entry with this formula, charge and spin? In order: 61.84; 369.45; 120.65; 39.33 kJ/mol.
Total energy? In order: -7303.0373; -16590.4421; -28973.0426; -15181.0599 eV.